{"formula": "C2H4N2OS", "method": "the ωB97M-V functional and the def2-TZVPD basis", "species": ["H", "C", "N", "C", "H", "N", "S", "O", "H", "H"], "coordinates": [[-1.377747, 1.229087, -0.563909], [0.471245, 1.105393, 0.259355], [-0.757284, 0.559789, -0.242998], [-1.191545, -0.723899, -0.119840], [1.347085, -1.694142, -0.062893], [1.635029, 0.659912, 0.365949], [2.285986, -0.788321, -0.133880], [-0.690257, -1.649453, 0.511030], [0.437690, 2.106902, 0.640435], [-2.160206, -0.805268, -0.653248]], "atomic_forces_ev_per_a": [[-1.455, 1.227, -0.790], [-0.558, 0.065, 0.230], [3.113, -1.135, 1.313], [-0.521, -1.100, 0.568], [-1.214, -0.445, 0.035], [0.225, -0.768, -0.179], [1.557, 0.337, -0.225], [-0.427, 1.508, -0.992], [-0.867, 0.671, -0.118], [0.148, -0.358, 0.156]], "mulliken_charge": [0.2402, 0.0333, -0.1460, 0.0452, 0.1434, -0.3299, -0.1050, -0.5529, 0.3401, 0.3316], "orbital_gap_ha": 0.34227, "e_homo_ev": -8.761, "relative_energy_kj_mol": 192.6, "smiles": "O=CN/C=N\\S", "charge": 0}

{"formula": "C4H7NO", "method": "the ωB97M-V functional and the def2-TZVPD basis", "species": ["C", "H", "H", "N", "C", "O", "H", "H", "H", "H", "H", "C", "C"], "coordinates": [[0.442787, 0.438144, -0.450084], [1.128124, 2.158908, 1.903998], [1.698491, -1.355043, -0.263960], [-1.858042, 0.646207, 0.629870], [0.865728, -0.954833, -0.852338], [-1.679457, 1.832027, 0.832315], [-1.187853, -1.800104, -1.175646], [0.419594, 2.295234, 1.719282], [-0.542204, -2.151425, 0.451609], [0.926099, 1.407115, -0.507569], [1.079530, -1.100233, -1.916016], [-0.749851, 0.015717, 0.000698], [-0.542946, -1.431712, -0.372159]], "atomic_forces_ev_per_a": [[-0.053, 0.117, 0.037], [-0.029, 0.043, 0.056], [-0.114, 0.055, -0.101], [0.173, 0.467, 0.033], [0.124, -0.061, -0.069], [-0.158, -0.467, -0.127], [0.085, 0.047, 0.124], [0.109, 0.017, 0.061], [0.015, 0.113, -0.108], [-0.096, -0.160, 0.013], [-0.047, 0.027, 0.142], [0.119, -0.034, -0.096], [-0.129, -0.162, 0.035]], "mulliken_charge": [-0.2936, 0.2339, 0.2130, -0.2162, -0.4476, -0.2936, 0.2221, -0.2324, 0.2489, 0.4803, 0.2705, 0.1904, -0.3758], "orbital_gap_ha": [0.31010, 0.31011], "e_homo_ev": [-9.166, -9.167], "relative_energy_kj_mol": 527.6, "smiles": "O=NC1=CCC1.[H][H]", "charge": 0}

{"formula": "C4H6N2O", "method": "the ωB97M-V functional and the def2-TZVPD basis", "species": ["N", "H", "H", "H", "C", "H", "O", "N", "C", "H", "C", "C", "H"], "coordinates": [[1.520022, 0.007975, 1.071991], [-1.130644, 1.998623, 0.917549], [-1.899944, 1.064702, -0.903955], [0.607466, 1.152045, 2.381225], [-1.069994, 0.559480, -0.427573], [-0.955789, -0.725191, -2.004561], [1.675325, -0.460759, -0.194315], [-0.609811, 1.185430, 0.696322], [0.510578, 0.710908, 1.407261], [0.447591, -2.012699, 0.285724], [-0.557441, -0.472038, -1.064675], [0.601658, -1.274243, -0.586145], [0.860983, -1.734234, -1.578849]], "atomic_forces_ev_per_a": [[0.072, 0.429, 1.491], [0.111, 0.513, 1.003], [-0.104, 0.178, 0.126], [-0.084, -0.081, 0.464], [-0.664, 0.691, -1.243], [-0.636, -0.338, -0.868], [0.578, 0.177, -0.696], [1.087, -1.595, -0.033], [-0.363, 1.373, -0.556], [-0.195, 0.813, -1.668], [-0.004, -0.443, 1.551], [-0.464, -1.261, -1.043], [0.666, -0.455, 1.472]], "mulliken_charge": [-0.4829, 0.2250, 0.2948, 0.3774, -0.1572, 0.3400, -0.1948, -0.1414, -0.0186, 0.2995, -0.4491, -0.3541, 0.2613], "orbital_gap_ha": 0.32920, "e_homo_ev": -8.256, "relative_energy_kj_mol": 363.8, "smiles": "C1=CNC=NOC1", "charge": 0}

Question: Which formula does entry 2 have?
Answer: C4H7NO